77
Properties=species:S:1:pos:R:3:lowdin_charge:R:1 method="wB97M-V/def2-TZVPD" lumo_energy_ev=2.111 total_charge=-1
C 5.048 1.308 3.914 -0.129
C 4.735 -0.154 3.304 -0.260
C 4.412 -0.028 1.729 -0.199
C 2.822 0.353 1.658 -0.196
C 2.179 0.008 0.228 -0.195
C 0.605 0.254 0.108 -0.201
C -0.004 1.304 1.136 -0.230
C -0.445 0.699 2.542 -0.171
B -1.931 -0.031 2.546 -0.627
C -3.056 0.975 3.252 -0.186
C -4.021 1.703 2.186 -0.322
C -3.349 2.938 1.454 -0.582
Br -4.727 4.353 1.076 0.475
C -1.906 -1.438 3.422 -0.170
C -2.237 -2.754 2.569 -0.117
C -1.157 -3.113 1.476 -0.468
F -1.079 -4.531 1.390 0.020
F 0.127 -2.691 1.759 0.099
F -1.627 -2.697 0.231 0.054
H 4.687 2.060 3.136 0.066
H 6.150 1.420 4.124 0.060
H 4.452 1.523 4.848 0.063
H 3.858 -0.554 3.893 0.091
H 5.611 -0.862 3.493 0.093
H 4.477 -1.071 1.282 0.103
H 5.069 0.731 1.219 0.095
H 2.681 1.443 1.906 0.101
H 2.334 -0.352 2.406 0.096
H 2.371 -1.102 0.043 0.105
H 2.727 0.583 -0.594 0.075
H 0.432 0.695 -0.935 0.094
H 0.026 -0.722 0.112 0.087
H -0.924 1.750 0.625 0.082
H 0.740 2.164 1.270 0.093
H -0.457 1.580 3.278 0.088
H 0.293 -0.046 2.967 0.067
H -2.342 -0.295 1.445 0.088
H -3.750 0.442 3.977 0.076
H -2.575 1.825 3.851 0.086
H -4.889 2.127 2.803 0.072
H -4.502 0.961 1.475 0.101
H -2.994 2.596 0.437 0.049
H -2.493 3.393 2.029 0.071
H -0.894 -1.645 3.921 0.090
H -2.657 -1.445 4.288 0.086
H -2.221 -3.622 3.315 0.114
H -3.284 -2.760 2.132 0.122
C 3.816 1.946 -4.573 -0.225
C 2.989 3.112 -4.026 -0.216
C 3.308 3.241 -2.535 -0.215
S 4.974 2.617 -2.324 0.665
O 4.911 1.420 -1.520 -0.321
O 5.857 3.717 -2.009 -0.331
C 5.225 2.145 -4.027 -0.238
H 3.810 1.922 -5.664 0.114
H 3.405 0.999 -4.211 0.122
H 3.272 4.033 -4.544 0.115
H 1.921 2.960 -4.188 0.117
H 3.267 4.278 -2.202 0.106
H 2.640 2.628 -1.927 0.096
H 5.837 1.245 -4.076 0.107
H 5.730 2.972 -4.531 0.106
C -5.085 -3.048 -1.943 -0.219
C -3.668 -3.568 -2.195 -0.219
C -3.571 -3.936 -3.678 -0.225
S -4.739 -2.881 -4.532 0.664
O -5.785 -3.708 -5.089 -0.334
O -4.016 -1.916 -5.329 -0.335
C -5.374 -2.070 -3.074 -0.234
H -5.172 -2.569 -0.966 0.118
H -5.796 -3.880 -1.976 0.118
H -2.945 -2.782 -1.962 0.111
H -3.434 -4.425 -1.561 0.118
H -2.571 -3.760 -4.072 0.103
H -3.863 -4.972 -3.853 0.103
H -6.435 -1.859 -3.200 0.106
H -4.818 -1.140 -2.942 0.112